(1)
C3H7FNO as an isolated structure at a distorted geometry, computed with ωB97M-V/def2-TZVPD.

```
13
Properties=species:S:1:pos:R:3
C -1.5985 -0.6324 0.7829
C 0.5979 0.4191 0.8028
C -0.3029 -0.0866 -1.2260
N -0.3016 -0.1493 0.1141
O -2.3815 -1.2585 0.1765
F -1.7063 1.7247 -0.2483
H -1.4086 -0.6711 1.8338
H 1.4566 0.8970 0.2787
H -1.0376 2.4503 -0.7703
H 0.4060 0.5492 1.8623
H 0.7431 0.3773 -1.4749
H -0.4195 -1.1199 -1.6092
H -1.0704 0.4979 -1.7859
```

Results
- HOMO energy: -0.60550 Ha
- Total charge: +1
- Multiplicity: 1
- Frontier orbital gap: 10.56 eV
- Relative energy (zero: lowest compared OMol25 entry of this formula, charge and spin): 268.9 kJ/mol
- LUMO: -0.2174 hartree

Atom charges from the natural (NBO) analysis, given in e for atoms 1 to 2:
1 C 0.576
2 C 0.133

=====

(2)
C3H7FOS as an isolated structure at a distorted geometry, computed with ωB97M-V/def2-TZVPD.

```
13
Properties=species:S:1:pos:R:3
C -0.9111 0.1063 0.4221
C -1.7425 1.2532 -0.0379
C 1.4323 -1.3126 0.5241
O 1.3513 1.3526 0.6420
F -1.1342 -1.1654 -0.6509
S 0.7854 0.2309 -0.0384
H -1.2412 2.1155 0.5019
H -2.7101 1.1724 0.5944
H -2.0840 1.4943 -1.0037
H 1.7730 -1.3722 1.5270
H 0.5120 -1.8133 0.4047
H 2.2232 -1.6448 -0.2240
H 1.3549 0.3362 -1.2796
```

Results
- HOMO energy: -0.33040 Ha
- Multiplicity: 1
- Frontier orbital gap: 9.17 eV
- Relative energy (zero: lowest compared OMol25 entry of this formula, charge and spin): 507.8 kJ/mol
- LUMO: 0.0066 hartree

Atom charges from the natural (NBO) analysis, given in e for atoms 1 to 2:
1 C -0.074
2 C -0.733

=====

(3)
A 2-piece molecular cluster, C3H7FOS overall at a distorted geometry, computed with ωB97M-V/def2-TZVPD.

```
13
Properties=species:S:1:pos:R:3
C 1.3746 1.0075 0.4333
C -0.0072 2.1934 -1.9000
C 0.7521 -1.5963 1.7015
O 0.7174 -1.0128 -0.9450
F 0.8466 1.7439 1.4888
S 0.4109 -0.3630 0.3074
H -0.2413 2.1032 -0.7833
H -0.0765 1.2428 -2.4844
H 0.8764 2.8155 -2.0991
H 1.3297 -2.4002 1.4299
H 1.2680 -1.0666 2.5135
H -0.2747 -1.6643 1.9907
H -1.1273 -0.3797 0.4705
```

Results
- HOMO energy (alpha / beta): -0.32411 / -0.31534 Ha
- Multiplicity: 1
- Frontier orbital gap (alpha / beta): 7.95 / 8.45 eV
- Relative energy (zero: lowest compared OMol25 entry of this formula, charge and spin): 856.3 kJ/mol
- LUMO (alpha / beta): -0.0320 / -0.0049 hartree

Atom charges from the natural (NBO) analysis, given in e for atoms 1 to 2:
1 C -0.118
2 C -0.506

=====

(4)
C3H7HoO2 as an isolated structure at a distorted geometry, computed with ωB97M-V/def2-TZVPD.

```
13
Properties=species:S:1:pos:R:3
O 2.4517 0.1948 -0.3427
C 1.5322 -0.4817 0.4271
C 0.1237 -0.4751 -0.1490
O -0.5751 0.5781 0.4775
C -1.9681 0.5494 0.2828
Ho 2.4871 1.6585 -1.9720
H 1.5626 -0.1115 1.4723
H 1.8354 -1.5455 0.5109
H -0.2066 -1.5249 -0.0739
H -0.2864 -0.4598 -1.1780
H -2.2555 0.3606 -0.7653
H -2.3782 -0.3114 0.8364
H -2.3228 1.5686 0.4738
```

Results
- HOMO energy (alpha / beta): -0.44675 / -0.46985 Ha
- Total charge: +1
- Multiplicity: 6
- Frontier orbital gap (alpha / beta): 6.97 / 6.34 eV
- Relative energy (zero: lowest compared OMol25 entry of this formula, charge and spin): 127.2 kJ/mol
- LUMO (alpha / beta): -0.1906 / -0.2369 hartree

Atom charges from the natural (NBO) analysis, given in e for atoms 1 to 2:
1 O -0.989
2 C -0.080

=====

(5)
An isolated ion of composition C3H7IN and charge +1 at a distorted geometry, computed with ωB97M-V/def2-TZVPD.

```
12
Properties=species:S:1:pos:R:3
C -0.1021 0.6919 -0.2969
C -0.8702 -1.1231 -1.7809
C 0.1309 0.3940 1.0608
N 0.3046 -0.3237 -1.2599
I -2.0161 -0.5203 -3.2816
H -0.9554 1.2459 -0.4780
H -1.4019 -1.6688 -0.9802
H 0.3262 1.3560 1.4852
H 1.0539 -0.1406 1.2813
H -0.7128 -0.1147 1.7265
H 0.6375 0.2077 -2.0263
H 1.2404 -0.7765 -0.8519
```

Results
- HOMO energy (alpha / beta): -0.48587 / -0.50061 Ha
- Total charge: +1
- Multiplicity: 1
- Frontier orbital gap (alpha / beta): 8.13 / 8.14 eV
- Relative energy (zero: lowest compared OMol25 entry of this formula, charge and spin): 459.0 kJ/mol
- LUMO (alpha / beta): -0.1870 / -0.2015 hartree

Atom charges from the natural (NBO) analysis, given in e for atoms 1 to 2:
1 C 0.081
2 C -0.284

=====

(6)
An isolated molecule of C3H7IN2OS at a distorted geometry, computed with ωB97M-V/def2-TZVPD.

```
15
Properties=species:S:1:pos:R:3
C -0.6738 0.6032 0.3966
C 0.0620 -0.6947 0.1780
C -0.8554 -1.6044 -0.7615
N 0.1093 1.5815 1.1580
N 1.2067 -0.4821 -0.6287
O 0.4451 2.8821 -0.9540
S 1.1208 2.4254 0.2296
I 3.0640 -0.8120 -0.0597
H -0.8052 1.1048 -0.4750
H -1.6256 0.5069 0.8070
H 0.3336 -1.2105 1.0825
H -1.8252 -1.9005 -0.2739
H -0.3369 -2.5646 -1.0124
H -0.7486 -1.1289 -1.7249
H 0.5294 1.2938 2.0384
```

Results
- HOMO energy (alpha / beta): -0.27583 / -0.32728 Ha
- Multiplicity: 1
- Frontier orbital gap (alpha / beta): 6.49 / 8.74 eV
- Relative energy (zero: lowest compared OMol25 entry of this formula, charge and spin): 82.1 kJ/mol
- LUMO (alpha / beta): -0.0373 / -0.0061 hartree

Atom charges from the natural (NBO) analysis, given in e for atoms 1 to 2:
1 C -0.240
2 C -0.145

=====

(7)
A 2-piece molecular cluster, C3H7IN3 overall at a distorted geometry, computed with ωB97M-V/def2-TZVPD.

```
14
Properties=species:S:1:pos:R:3
C -1.6572 2.1080 -0.5858
C -0.3494 -0.2807 -0.0663
C 2.0023 -1.0165 0.1222
N -2.7378 2.3379 -0.1112
N -0.9206 -1.3429 0.5482
N 0.9587 -0.0793 -0.2548
I -0.4143 2.9661 -1.8743
H 2.9080 -0.6654 -0.2012
H 1.9787 -1.8889 -0.5396
H 2.2373 -1.2392 1.2322
H -3.2381 1.9350 0.6799
H -1.8629 -1.3682 0.8436
H -0.2870 -1.9608 1.1536
H 1.3823 0.4949 -0.9466
```

Results
- HOMO energy (alpha / beta): -0.46646 / -0.46615 Ha
- Total charge: +1
- Multiplicity: 1
- Frontier orbital gap (alpha / beta): 7.21 / 7.20 eV
- Relative energy (zero: lowest compared OMol25 entry of this formula, charge and spin): 335.6 kJ/mol
- LUMO (alpha / beta): -0.2015 / -0.2016 hartree

Atom charges from the natural (NBO) analysis, given in e for atoms 1 to 2:
1 C 0.242
2 C 0.341

=====

(8)
An isolated ion of composition C3H7INO and charge +1 at a distorted geometry, computed with ωB97M-V/def2-TZVPD.

```
13
Properties=species:S:1:pos:R:3
C -0.6536 -0.3176 -0.9568
C 0.6868 -1.7393 0.3953
C 0.1588 0.9978 -0.7258
N -0.3399 1.6556 0.5292
O -0.5028 -1.1529 0.1729
I 2.1347 0.0989 0.0097
H -1.7499 -0.1022 -0.9062
H -0.4839 -0.7249 -1.8568
H 1.1375 -2.0281 1.3261
H 1.1263 -2.2924 -0.4530
H -1.2343 2.0669 0.3825
H 0.2763 2.4398 0.6869
H -0.5560 1.0984 1.3960
```

Results
- HOMO energy: -0.47880 Ha
- Total charge: +1
- Multiplicity: 1
- Frontier orbital gap: 8.31 eV
- Relative energy (zero: lowest compared OMol25 entry of this formula, charge and spin): 363.6 kJ/mol
- LUMO: -0.1735 hartree

Atom charges from the natural (NBO) analysis, given in e for atoms 1 to 2:
1 C -0.172
2 C 0.019

=====

(9)
An isolated ion of composition C3H7INO and charge +1 at a distorted geometry, computed with ωB97M-V/def2-TZVPD.

```
13
Properties=species:S:1:pos:R:3
C -0.3185 -0.1787 1.4186
C 0.4232 0.1004 0.0832
N 0.3649 -1.1200 -0.8919
C -0.2836 1.2448 -0.8723
O -0.3236 1.0185 -2.0510
I -0.7129 3.0566 0.1264
H -1.4506 -0.4092 1.2484
H -0.3394 0.7200 2.0312
H 0.1470 -0.8685 1.9812
H 1.5519 0.3336 0.3120
H 0.5167 -0.5717 -1.7897
H -0.5664 -1.4293 -0.9073
H 0.9914 -1.8966 -0.6888
```

Results
- HOMO energy: -0.51812 Ha
- Total charge: +1
- Multiplicity: 1
- Frontier orbital gap: 9.89 eV
- Relative energy (zero: lowest compared OMol25 entry of this formula, charge and spin): 30.7 kJ/mol
- LUMO: -0.1546 hartree

Atom charges from the natural (NBO) analysis, given in e for atoms 1 to 2:
1 C -0.644
2 C -0.149

=====

(10)
A 2-piece molecular cluster, C3H7IO2 overall at a distorted geometry, computed with ωB97M-V/def2-TZVPD.

```
13
Properties=species:S:1:pos:R:3
C -0.0038 -0.6415 -1.5730
C 0.3940 -0.6510 0.9979
C -0.4707 -0.4194 -0.1654
O 0.3473 2.0244 1.2755
O -0.5398 1.9630 0.2019
I -2.5386 -0.7464 0.1214
H 0.6532 0.1249 -1.7052
H 0.4820 -1.7281 -1.5643
H -0.7677 -0.6004 -2.2463
H 1.3273 -0.4419 0.5904
H 0.1745 -1.6468 1.2861
H -0.0012 0.0815 1.8445
H 0.9435 2.6817 0.9366
```

Results
- HOMO energy: -0.29814 Ha
- Multiplicity: 1
- Frontier orbital gap: 7.38 eV
- Relative energy (zero: lowest compared OMol25 entry of this formula, charge and spin): 655.5 kJ/mol
- LUMO: -0.0270 hartree

Atom charges from the natural (NBO) analysis, given in e for atoms 1 to 2:
1 C -0.712
2 C -0.761

=====

(11)
An isolated molecule of C3H7IOS at a distorted geometry, computed with ωB97M-V/def2-TZVPD.

```
13
Properties=species:S:1:pos:R:3
C 0.1871 1.7099 0.8235
C -1.2328 -1.5511 -0.7513
C 0.7576 0.6421 -0.0731
O 1.1458 -2.0207 0.3393
S 0.0618 -1.0721 0.5395
I 2.8943 0.5369 -0.0299
H 0.4535 1.5247 1.8624
H 0.5650 2.6939 0.5423
H -0.9001 1.7214 0.7369
H -0.8354 -1.4502 -1.7530
H -2.1042 -0.9274 -0.5958
H -1.4560 -2.5882 -0.5279
H 0.4634 0.7809 -1.1129
```

Results
- HOMO energy: -0.32839 Ha
- Multiplicity: 1
- Frontier orbital gap: 9.36 eV
- Relative energy (zero: lowest compared OMol25 entry of this formula, charge and spin): 33.4 kJ/mol
- LUMO: 0.0157 hartree

Atom charges from the natural (NBO) analysis, given in e for atoms 1 to 2:
1 C -0.662
2 C -0.799

=====

(12)
A 2-piece molecular cluster, C3H7IP overall at a distorted geometry, computed with ωB97M-V/def2-TZVPD.

```
12
Properties=species:S:1:pos:R:3
C -0.6140 0.3070 -2.1881
C 0.5058 0.5559 -1.6481
C 0.4457 -0.9222 1.9005
P 0.1806 0.8146 1.5950
I -2.1494 1.1944 2.0384
H -0.6034 -0.0183 -3.2060
H -1.5447 0.2820 -1.6589
H 0.4224 0.8964 -0.4153
H 1.4570 0.7650 -2.0265
H 0.1115 -1.1897 2.8375
H 1.6308 -1.0997 1.8081
H 0.1578 -1.5854 0.9634
```

Results
- HOMO energy: -0.53192 Ha
- Total charge: +1
- Multiplicity: 1
- Frontier orbital gap: 7.21 eV
- Relative energy (zero: lowest compared OMol25 entry of this formula, charge and spin): 58.6 kJ/mol
- LUMO: -0.2670 hartree

Atom charges from the natural (NBO) analysis, given in e for atoms 1 to 2:
1 C -0.362
2 C -0.240

=====

(13)
An isolated molecule of C3H7N at a distorted geometry, computed with ωB97M-V/def2-TZVPD.

```
11
Properties=species:S:1:pos:R:3
C -0.7018 1.1048 -0.5549
C 0.3706 0.2809 0.2304
C 0.1128 -1.0940 0.8189
N 1.1209 -0.8547 -0.2384
H -1.0286 0.5002 -1.4178
H -1.4490 1.3399 0.3497
H -0.2018 2.0191 -1.0304
H 1.1809 0.8905 0.7367
H -0.7065 -1.7022 0.5150
H 0.6367 -1.3391 1.7647
H 0.6658 -1.1453 -1.1737
```

Results
- HOMO energy: -0.34300 Ha
- Multiplicity: 1
- Frontier orbital gap: 10.55 eV
- Relative energy (zero: lowest compared OMol25 entry of this formula, charge and spin): 152.3 kJ/mol
- LUMO: 0.0445 hartree

Atom charges from the natural (NBO) analysis, given in e for atoms 1 to 2:
1 C -0.640
2 C -0.086

=====

(14)
An isolated molecule of C3H7N at a distorted geometry, computed with ωB97M-V/def2-TZVPD.

```
11
Properties=species:S:1:pos:R:3
C 1.1619 -0.7340 1.3417
C 0.0893 -0.1775 0.7342
N 0.0017 0.0194 -0.6116
C -1.0651 0.8122 -1.2051
H 2.0992 -0.6940 0.8017
H 1.0674 -1.1998 2.3095
H -0.6151 0.3945 1.3331
H 0.4186 -0.6255 -1.2575
H -0.6433 1.6259 -1.7934
H -1.6178 1.2610 -0.3813
H -1.7841 0.2598 -1.8078
```

Results
- HOMO energy: -0.27813 Ha
- Multiplicity: 1
- Frontier orbital gap: 8.75 eV
- Relative energy (zero: lowest compared OMol25 entry of this formula, charge and spin): 96.6 kJ/mol
- LUMO: 0.0435 hartree

Atom charges from the natural (NBO) analysis, given in e for atoms 1 to 2:
1 C -0.569
2 C 0.028

=====

(15)
An isolated molecule of C3H7N at a distorted geometry, computed with ωB97M-V/def2-TZVPD.

```
11
Properties=species:S:1:pos:R:3
C 1.4612 0.0747 -0.1642
C 0.1845 -0.0588 0.4994
C -0.9691 0.6624 -0.0616
N -0.9253 -0.7665 -0.1293
H 1.4300 0.4048 -1.2490
H 2.0065 0.7972 0.3675
H 1.9276 -0.8457 -0.0026
H 0.2697 -0.2896 1.5709
H -0.7207 1.2494 -0.9479
H -1.8612 1.0472 0.5408
H -0.6340 -1.0672 -1.0160
```

Results
- HOMO energy: -0.35081 Ha
- Multiplicity: 1
- Frontier orbital gap: 10.80 eV
- Relative energy (zero: lowest compared OMol25 entry of this formula, charge and spin): 106.8 kJ/mol
- LUMO: 0.0461 hartree

Atom charges from the natural (NBO) analysis, given in e for atoms 1 to 2:
1 C -0.623
2 C -0.086

=====

(16)
A 2-piece molecular cluster, C3H7N overall at a distorted geometry, computed with ωB97M-V/def2-TZVPD.

```
11
Properties=species:S:1:pos:R:3
C -1.6005 -0.7958 0.0713
C -1.9958 0.4611 0.1900
H -0.8043 -1.1770 0.6890
H -2.0254 -1.3615 -0.7479
H -1.6089 1.1042 0.9774
H -2.7661 0.9170 -0.4178
C 2.5390 0.2747 -0.1756
N 1.5855 -0.5369 0.0446
H 2.5171 1.3405 0.0602
H 3.4668 -0.1547 -0.5609
H 0.6925 -0.0716 -0.1305
```

Results
- HOMO energy: -0.35318 Ha
- Multiplicity: 1
- Frontier orbital gap: 10.72 eV
- Relative energy (zero: lowest compared OMol25 entry of this formula, charge and spin): 187.6 kJ/mol
- LUMO: 0.0406 hartree

Atom charges from the natural (NBO) analysis, given in e for atoms 1 to 2:
1 C -0.397
2 C -0.391

=====

(17)
C3H7N as an isolated structure at a distorted geometry, computed with ωB97M-V/def2-TZVPD.

```
11
Properties=species:S:1:pos:R:3
C -1.2789 -0.7448 0.1520
C -0.5698 0.3259 -0.4995
C 0.8725 0.4773 -0.1794
N 1.1819 -0.1598 1.0145
H -0.6296 -1.5062 0.5864
H -2.1799 -1.0395 -0.3642
H -0.9862 0.3077 0.7467
H 1.0911 1.5728 -0.1468
H 1.4120 0.1927 -1.1229
H 2.1782 -0.3305 1.0666
H -1.0913 0.9043 -1.2533
```

Results
- HOMO energy: -0.23965 Ha
- Multiplicity: 1
- Frontier orbital gap: 6.21 eV
- Relative energy (zero: lowest compared OMol25 entry of this formula, charge and spin): 510.2 kJ/mol
- LUMO: -0.0113 hartree

Atom charges from the natural (NBO) analysis, given in e for atoms 1 to 2:
1 C -0.458
2 C -0.120

=====

(18)
An isolated ion of composition C3H7N2 and charge +1 at a distorted geometry, computed with ωB97M-V/def2-TZVPD.

```
12
Properties=species:S:1:pos:R:3
C 0.3277 -0.1821 -1.1494
C 0.9712 0.3963 1.1084
C -1.2556 0.7582 0.3136
N 0.0797 0.2317 0.2128
N 0.5697 -1.4208 -1.3915
H 2.0543 0.2587 0.8046
H 0.7401 0.8715 2.1226
H -1.9053 -0.1163 0.3162
H -1.3074 1.4062 1.1802
H -1.3776 1.4321 -0.4667
H 0.4988 -2.0122 -0.6745
H 0.6045 -1.6234 -2.3764
```

Results
- HOMO energy: -0.51731 Ha
- Total charge: +1
- Multiplicity: 1
- Frontier orbital gap: 9.08 eV
- Relative energy (zero: lowest compared OMol25 entry of this formula, charge and spin): 268.2 kJ/mol
- LUMO: -0.1837 hartree

Atom charges from the natural (NBO) analysis, given in e for atoms 1 to 2:
1 C 0.293
2 C 0.037

=====

(19)
An isolated ion of composition C3H7N2 and charge +1 at a distorted geometry, computed with ωB97M-V/def2-TZVPD.

```
12
Properties=species:S:1:pos:R:3
C -1.8563 0.3857 -0.1678
C -0.5827 -0.3611 0.0349
N 0.0153 -1.5952 0.1869
N 0.6404 -0.2050 0.2770
C 1.8896 0.4113 0.2885
H -1.7245 1.4456 -0.0424
H -2.3761 0.1320 0.7644
H -2.5498 0.1634 -1.1213
H 0.1731 -2.1006 -0.6943
H 2.5756 -0.0286 0.9292
H 2.1351 0.2820 -0.7770
H 1.6604 1.4704 0.3220
```

Results
- HOMO energy: -0.56142 Ha
- Total charge: +1
- Multiplicity: 1
- Frontier orbital gap: 10.69 eV
- Relative energy (zero: lowest compared OMol25 entry of this formula, charge and spin): 375.4 kJ/mol
- LUMO: -0.1687 hartree

Atom charges from the natural (NBO) analysis, given in e for atoms 1 to 2:
1 C -0.726
2 C 0.593